No. 1
16
Properties=species:S:1:pos:R:3:forces:R:3 method="wB97M-V/def2-TZVPD" max_force_ev_per_a=2.239 homo_energy_ha=0.0042 mol_weight_g_mol=119.189 relative_energy_kcal_mol=14.3 spin_multiplicity=1 energy_ev=-18664.17312 charge=-2 smiles=[O-]CNCCC[S-]
H -3.0290 -0.3874 -0.8752 0.103 -0.101 -0.092
H 0.0986 0.1642 -1.4365 0.054 0.110 0.106
O -3.5297 0.8899 0.6177 -0.101 0.581 0.031
H 2.8768 -0.3042 -0.7780 -0.350 -0.358 -0.348
C -2.7460 0.6136 -0.4012 0.300 -1.815 -0.939
H 0.8903 -0.0025 1.4900 0.048 -0.233 0.151
H -0.1079 -1.2592 -0.4860 -0.308 0.038 0.146
H 2.2848 -1.7646 0.0886 -0.481 -0.188 -0.310
C 1.1602 0.1317 0.4400 0.113 0.345 0.670
C 2.4044 -0.6893 0.1285 0.975 0.544 0.624
H 1.5411 1.1595 0.4133 -0.553 0.157 -0.224
H -1.4324 0.2723 1.0425 -0.030 0.149 -0.009
N -1.3032 0.4640 0.0546 0.210 1.095 1.941
S 3.7452 -0.4245 1.4014 -0.069 -0.049 -0.018
C -0.0872 -0.1422 -0.3900 -0.114 -0.733 -2.090
H -2.7661 1.2787 -1.3098 0.204 0.457 0.360

No. 2
18
Properties=species:S:1:pos:R:3:forces:R:3 method="wB97M-V/def2-TZVPD" max_force_ev_per_a=6.494 homo_energy_ha=-0.3483 mol_weight_g_mol=114.144 relative_energy_kcal_mol=92.0 spin_multiplicity=1 energy_ev=-10475.18182 charge=0 smiles="CC(C)=C(C=O)CO"
H 2.1405 -1.2934 1.0184 -0.581 0.159 -2.924
C 1.5326 1.4725 0.3041 -0.007 -1.194 1.381
H -1.9913 -0.8181 -1.3303 0.578 -0.738 0.736
O -2.5631 1.3684 -0.0581 2.532 -0.749 -0.483
C -0.5302 0.0927 -0.0609 1.284 -1.847 -2.057
H 2.1063 0.9983 1.2505 -0.440 2.055 -2.197
H 2.0970 1.8649 -0.5794 0.319 -0.573 1.186
H -2.7991 -0.3707 0.4595 0.400 -2.483 1.892
C 1.6151 -1.3016 -0.1012 3.360 2.443 1.958
H 2.4383 -1.3560 -0.9432 -1.556 0.177 1.868
O -2.2846 -1.2851 0.6519 -5.104 3.553 1.870
H -0.7737 2.3616 -0.2713 -0.903 -2.142 -0.058
H 0.8692 2.4391 0.6666 1.404 -3.166 -0.771
C -1.4627 -1.1084 -0.3618 3.206 -1.829 -2.607
C -1.3142 1.3087 -0.1615 -1.507 3.255 0.962
H 1.1242 -2.2392 0.0074 -1.206 -0.243 -0.664
C 0.8430 0.0565 -0.0954 -2.378 1.272 1.006
H -1.0475 -2.1902 -0.3952 0.599 2.049 -1.097

No. 3
16
Properties=species:S:1:pos:R:3:forces:R:3 method="wB97M-V/def2-TZVPD" max_force_ev_per_a=0.486 homo_energy_ha=-0.3212 mol_weight_g_mol=86.134 relative_energy_kcal_mol=32.1 spin_multiplicity=1 energy_ev=-7393.37480 charge=0
O -0.7653 0.3069 -0.9467 -0.068 -0.111 0.079
C -0.0833 2.2994 0.2348 0.041 0.160 -0.073
H -0.2965 2.6501 -0.7760 -0.038 0.182 0.106
C 0.0342 -2.0555 0.5555 -0.040 -0.133 0.133
H 0.4224 -1.8015 1.5474 0.062 -0.057 -0.076
C 0.3180 -0.4324 -1.3179 0.384 -0.241 0.177
H -0.5311 2.9941 0.9508 0.078 -0.100 -0.042
H 1.0023 2.3129 0.3733 -0.148 -0.059 -0.036
H -1.6869 0.9101 0.7390 -0.016 0.145 -0.008
C 0.7892 -1.4368 -0.5832 -0.099 0.000 -0.239
C -0.6664 0.9004 0.3569 -0.150 0.149 0.123
H 0.0732 -3.1432 0.4540 0.041 0.050 0.093
H -1.0212 -1.7658 0.5314 0.182 -0.002 -0.033
H -0.0681 0.2975 1.0482 -0.142 0.028 -0.301
H 1.7329 -1.8726 -0.8858 -0.111 -0.186 -0.115
H 0.7466 -0.1635 -2.2818 0.024 0.174 0.211

No. 4
35
Properties=species:S:1:pos:R:3:forces:R:3 method="wB97M-V/def2-TZVPD" max_force_ev_per_a=7.186 homo_energy_ha=-0.2835 mol_weight_g_mol=226.323 relative_energy_kcal_mol=81.9 spin_multiplicity=1 energy_ev=-18824.71423 charge=0 smiles="C1=NCCN2C[C@@H]3CCC[C@@H]3c3cccc1c32"
N -0.4811 0.6084 1.0715 -1.280 -0.577 1.110
C -1.1473 -0.8758 -1.3367 1.662 -0.814 2.794
C 1.2068 2.7157 -1.4019 -1.937 -0.340 -1.548
H -2.5243 0.6825 0.5073 0.170 0.136 0.125
H 1.7338 3.6784 -1.3777 -0.052 -0.633 0.016
C 0.3738 0.3450 2.2651 -0.937 -2.050 -0.997
C 1.7985 0.8614 2.2635 0.568 -1.522 -1.102
C 0.7645 2.1322 -0.1937 4.208 5.091 -0.948
C -1.8644 -1.2875 0.0327 -0.598 1.522 -0.883
H 1.9247 3.7926 0.7462 -0.676 0.000 -0.175
N 2.0107 2.2215 1.9391 -0.572 2.072 -0.523
H -0.3312 -2.6996 -2.1220 -0.454 -0.879 0.002
C 0.0780 -2.5840 0.0517 -0.918 -3.587 -6.159
H 0.8765 -1.6082 -1.7820 -0.120 0.143 0.344
H 0.3824 -3.6175 0.0724 0.897 -0.454 -0.584
C -0.0743 -1.9766 -1.3683 1.846 -0.273 -0.943
C 0.7385 2.1922 -2.6466 1.363 0.152 2.176
C 1.4886 2.8021 0.9078 1.332 -1.738 1.925
C -0.0133 1.0734 -0.1217 -1.864 -3.217 -1.177
H 1.0482 2.6430 -3.5606 0.081 0.213 -0.569
C -1.2541 -2.6177 0.4953 -4.006 0.153 1.935
H -0.1525 0.6828 3.1216 -0.565 0.429 0.903
H -1.1895 -2.6130 1.5810 -0.844 -0.421 0.421
H -2.9046 -1.4150 -0.2419 -0.427 -0.116 0.267
H 0.4021 -0.7928 2.3142 0.295 1.120 0.456
H 2.3090 0.2512 1.4724 -0.018 0.354 0.417
H 0.6967 -2.1208 0.6215 3.888 3.543 3.587
C -0.3734 0.4425 -1.3365 -0.642 0.525 -1.824
C -1.8305 -0.0379 0.9490 0.709 -1.105 1.339
H -0.1389 0.4375 -3.5588 -0.098 0.582 1.136
H -1.8891 -1.0330 -2.0689 -0.391 0.424 -1.380
H -1.8313 -3.5548 0.1272 0.786 1.725 0.566
C 0.0616 0.9933 -2.6033 -1.178 -1.237 0.942
H 2.3420 0.6095 3.2161 -0.883 0.210 -0.751
H -2.2366 -0.3311 1.9650 0.656 0.571 -0.898

No. 5
97
Properties=species:S:1:pos:R:3:forces:R:3 method="wB97M-V/def2-TZVPD" max_force_ev_per_a=0.490 homo_energy_ha=-0.3591 mol_weight_g_mol=867.804 spin_multiplicity=1 energy_ev=-83175.09898 charge=0 smiles="[H]/N=C(/C)C[C@]1(C(F)(F)C(F)F)COC(=O)O1.O=C1c2ccccc2C(=O)c2ccccc21.O=C1c2ccccc2C(=O)c2ccccc21.O=C1c2ccccc2C(=O)c2ccccc21"
C -4.4955 3.9359 -3.2486 -0.002 -0.010 0.001
C -7.3610 4.1195 1.8381 0.057 0.008 -0.029
H -13.9636 0.8771 3.6060 0.002 0.002 0.005
C 10.7404 -1.1298 -0.0163 0.034 0.029 -0.043
H 3.2879 0.3673 -4.6914 -0.064 0.066 0.142
H 0.4092 -1.2054 -2.6400 -0.066 0.052 -0.020
H 13.2881 1.0628 0.3787 0.001 -0.005 -0.002
C -9.7325 1.1670 1.7704 -0.001 -0.003 0.003
C 7.8224 -3.1847 3.4279 -0.034 -0.029 0.040
H -1.5662 2.2740 -2.8340 -0.005 -0.027 0.005
C -13.0022 2.7544 4.0080 0.012 0.004 -0.002
C -9.5961 3.8838 2.8899 -0.005 0.004 0.003
O 4.6018 1.4352 -3.5108 0.177 -0.144 -0.154
H -11.7950 4.5225 4.2376 0.028 0.003 -0.016
H -3.9392 -4.2464 -0.9682 -0.003 0.002 0.001
C -5.3771 2.8992 -2.9933 0.010 0.058 -0.009
C -3.4384 -2.2618 -1.5919 -0.007 -0.047 0.021
C 10.3992 -1.3162 1.3179 -0.019 0.003 0.022
C -4.3198 -3.2749 -1.2547 0.005 0.006 -0.003
C -8.5417 2.0362 1.5471 -0.032 0.017 0.004
H 5.5285 -1.8938 -3.4074 -0.050 -0.039 -0.052
H -7.5508 0.5420 0.3891 -0.028 0.005 0.008
C 5.0557 1.2211 -2.2591 -0.383 0.060 0.301
H 12.6867 0.7165 2.7626 -0.019 -0.016 0.021
C -12.0107 0.9700 2.7363 -0.054 -0.010 0.031
C 8.1943 -2.7027 5.7546 0.009 0.005 -0.006
H 9.8430 -1.3867 6.1863 0.016 0.014 -0.024
C 11.7780 -0.2773 -0.3517 -0.007 -0.009 0.005
O -1.7609 -0.1264 -2.2952 0.108 -0.088 -0.015
O 11.4198 -0.2916 4.6287 -0.004 0.003 -0.001
H 12.0410 -0.1311 -1.3912 0.000 0.005 0.002
H 4.9629 -0.2133 -4.6893 -0.037 0.018 0.029
H -2.4367 4.5309 -3.3863 -0.003 -0.001 -0.004
C -2.9587 0.0716 -2.2943 -0.030 0.030 -0.007
H 10.1813 -1.6574 -0.7769 -0.020 -0.010 0.024
C -3.9240 -1.0117 -1.9560 0.010 0.030 0.003
O 8.6586 -2.8188 0.7867 -0.003 0.004 -0.042
C 9.2695 -1.8957 5.4238 -0.037 -0.024 0.043
C -6.3720 2.3344 0.5677 0.049 -0.004 0.025
C -3.1228 3.7174 -3.1906 0.000 -0.008 0.007
H 6.7552 -3.2567 -2.2444 0.017 0.050 0.063
C -6.3092 3.6226 1.0867 -0.040 0.008 0.004
H -5.5434 1.9522 -0.0148 -0.011 0.012 0.021
H 6.0521 -4.4604 -1.1567 0.023 0.072 0.117
H 6.3376 -2.8152 -0.5785 0.037 0.029 -0.072
H -5.4394 4.2392 0.8999 0.006 -0.008 0.009
C -2.6304 2.4609 -2.8818 0.007 0.050 -0.015
H -12.0471 -0.0225 2.3085 0.031 0.005 -0.010
H -7.2457 -1.6082 -1.6723 0.005 0.029 -0.012
C 6.0330 -3.4093 -1.4422 -0.094 -0.168 -0.096
C 4.5155 -2.0900 -3.0516 0.054 0.001 -0.114
H 7.2707 -3.6784 2.6396 0.020 0.013 -0.021
C -13.0744 1.4771 3.4626 0.010 -0.002 -0.007
C 11.1086 -0.6485 2.3173 -0.011 -0.024 0.013
C 10.7771 -0.8394 3.7593 0.000 0.002 0.003
H 6.6261 -3.9711 5.0178 0.003 -0.001 0.002
C -5.8557 0.5429 -2.3789 -0.046 0.015 -0.011
C -10.7999 3.0250 3.0890 0.017 0.002 -0.026
H -4.8768 4.9188 -3.4926 0.004 0.001 0.004
F 1.6645 -2.5577 -3.4264 -0.030 -0.230 0.051
C 12.4806 0.3930 0.6439 -0.006 -0.002 0.011
H -2.3695 -2.4240 -1.5709 0.003 0.024 -0.003
H 3.9824 -2.5783 -3.8721 -0.006 0.004 0.083
C 8.9015 -2.3765 3.0901 0.022 0.009 -0.010
C 1.3499 -1.2606 -3.1884 0.048 0.118 0.166
C -7.4834 1.5422 0.7955 0.062 -0.015 -0.044
H -6.4474 3.0515 -3.0274 -0.003 -0.031 0.011
O 5.6336 2.0094 -1.5920 0.090 -0.038 -0.083
O -9.7759 0.0353 1.3379 0.001 0.000 -0.005
C -5.6909 -3.0450 -1.2788 0.002 0.009 0.000
C 9.6251 -1.7265 4.0913 0.005 0.015 -0.024
O -7.0517 0.7325 -2.4307 0.010 -0.003 -0.016
H -7.3310 5.1181 2.2521 -0.030 -0.007 0.015
C -6.1821 -1.8036 -1.6464 -0.008 -0.056 0.016
C 4.1619 0.1990 -4.0707 0.176 -0.022 -0.006
C -10.8697 1.7406 2.5474 0.028 0.007 0.001
F 1.2174 -0.6560 -4.3857 -0.015 0.130 -0.257
C -11.8686 3.5267 3.8222 -0.058 -0.007 0.024
C 4.6295 -3.0486 -1.8624 0.085 0.176 0.082
C -8.4798 3.3289 2.0718 -0.013 -0.022 0.013
F 2.3285 -1.0425 -1.1044 0.041 -0.035 0.052
O -9.5311 4.9941 3.3722 -0.001 0.000 -0.004
C 7.4692 -3.3450 4.7567 0.005 0.005 -0.009
C -3.5108 1.4162 -2.6241 0.004 -0.025 0.001
N 3.6620 -3.5624 -1.2343 -0.078 -0.167 -0.052
O 4.7068 -0.0303 -1.8351 0.124 0.132 -0.167
F 2.1352 0.7393 -2.3395 -0.016 0.090 0.043
C 12.1491 0.2065 1.9749 0.041 0.021 -0.043
H 2.7601 -3.2584 -1.5902 0.053 -0.020 0.002
C -5.3014 -0.7842 -1.9877 0.007 0.022 0.001
C 3.9326 -0.6954 -2.8348 -0.138 -0.014 -0.016
C 2.4617 -0.5810 -2.3686 -0.020 -0.068 -0.002
H -6.3773 -3.8366 -1.0087 0.003 -0.001 -0.002
H 7.9172 -2.8318 6.7927 -0.003 0.000 -0.002
C -4.8880 1.6372 -2.6781 0.005 -0.034 -0.006
H -13.8338 3.1469 4.5787 -0.001 -0.002 -0.004
C 9.2662 -2.2253 1.6527 -0.019 -0.002 0.015

no.,HOMO-LUMO gap (hartree)
1,0.216
2,0.341
3,0.362
4,0.314
5,0.312